1.
78
Properties=species:S:1:pos:R:3 method="wB97M-V/def2-TZVPD" gap_ev="7.337 / 7.523" s_squared=0.752 homo_energy_ev="-13.43 / -13.55" molar_mass_g_mol=696.46 multiplicity=2 total_charge=+2 e_above_lowest_kcal_mol=0.00
Ti 0.31440 0.43663 0.15087
C -1.11730 -2.31244 4.53072
N -1.12573 -0.87293 4.31401
C -1.54408 0.07868 5.22162
C -1.42677 1.27501 4.63779
N -0.92259 1.06761 3.34097
C -0.74406 -0.28402 3.16958
S -0.12338 -1.18439 1.87538
C -0.77384 2.13059 2.42084
C -0.85749 3.42766 2.91615
C -0.93669 4.49625 2.05169
C -0.93211 4.24812 0.68602
C -0.75312 2.95869 0.26430
N -0.63008 1.88941 1.10041
H -1.52806 -2.51878 5.51398
H -0.10012 -2.69538 4.46855
H -1.72142 -2.80549 3.77161
H -1.89705 -0.17108 6.20721
H -1.68522 2.23702 5.03155
H -0.86063 3.61279 3.97739
H -1.01941 5.50273 2.43900
H -1.04417 5.04862 -0.03066
H -0.71851 2.75175 -0.79425
Br -4.33286 2.36422 -6.43805
C -3.24964 1.76495 -5.02717
C -3.68693 0.70876 -4.23360
C -2.90568 0.28865 -3.17743
C -1.67642 0.90498 -2.93357
C -1.23434 1.94832 -3.75355
C -2.02753 2.38888 -4.79241
C -0.86678 0.50333 -1.79779
O 0.37044 0.85872 -1.70585
O -1.31164 -0.12462 -0.78058
H -4.63065 0.22732 -4.44846
H -3.22598 -0.52111 -2.53433
H -0.27351 2.40873 -3.56235
H -1.71180 3.20519 -5.42684
O 2.03583 0.77134 0.70281
P 3.18839 0.02000 -0.01440
N 2.50976 -1.01962 -1.11033
C 3.20050 -1.39483 -2.36768
C 3.39354 -2.89911 -2.25535
C 2.09333 -3.35493 -1.59071
C 1.69411 -2.18301 -0.67120
N 3.98142 -0.79223 1.15119
C 5.00169 -1.82199 0.82435
C 5.92883 -1.84049 2.04397
C 5.78511 -0.44103 2.64761
C 4.30674 -0.13715 2.44625
N 4.09768 1.05509 -0.86603
C 5.55226 1.29006 -0.72376
C 5.81032 2.48793 -1.63792
C 4.71989 2.37172 -2.70521
C 3.50378 1.93083 -1.90145
H 4.12985 -0.84139 -2.48151
H 2.54637 -1.15524 -3.21071
H 4.25192 -3.12218 -1.62191
H 3.55547 -3.36691 -3.22429
H 2.20810 -4.27998 -1.03002
H 1.32498 -3.51732 -2.34602
H 1.90007 -2.41020 0.37570
H 0.62334 -1.98355 -0.78839
H 5.54980 -1.56352 -0.08505
H 4.51917 -2.78829 0.67555
H 6.95395 -2.07777 1.76934
H 5.58750 -2.58987 2.75894
H 6.40253 0.27406 2.10145
H 6.07200 -0.40833 3.69669
H 4.07851 0.92754 2.41576
H 3.70541 -0.59725 3.23355
H 6.11859 0.41569 -1.05446
H 5.82043 1.50364 0.31065
H 6.81436 2.46796 -2.05461
H 5.68738 3.41771 -1.08081
H 4.98427 1.60400 -3.43540
H 4.55029 3.30494 -3.23780
H 2.76924 1.38732 -2.49397
H 3.01027 2.78635 -1.43008

---

2.
81
Properties=species:S:1:pos:R:3 method="wB97M-V/def2-TZVPD" smiles="CCCOCc1ccc2nccnc2c1F.C[C@@H]1COC(=O)O1.C[C@@H]1COC(=O)O1.C[C@@H]1COC(=O)O1.C[C@@H]1COC(=O)O1" gap_ev=8.607 homo_energy_ev=-8.91 molar_mass_g_mol=628.60 total_charge=0
C 0.13518 -0.88635 -2.35214
C 1.49065 -0.39922 -1.79009
C 1.77892 1.13048 -1.96591
O 0.84812 1.83337 -2.78611
C 0.08993 2.79513 -2.05598
C -1.15855 2.06641 -1.51078
C -1.39545 1.83938 -0.11405
C -2.51885 1.14300 0.24325
C -3.44263 0.63435 -0.71434
N -4.51834 -0.08042 -0.26179
C -5.28277 -0.53563 -1.22490
C -5.03348 -0.27437 -2.61543
N -4.02381 0.41001 -3.10127
C -3.22346 0.86305 -2.08795
C -2.04477 1.59715 -2.43291
F -1.81104 1.81339 -3.73949
H -0.20014 -0.36125 -3.25728
H -0.63643 -0.69557 -1.58027
H 0.10503 -1.97441 -2.51820
H 1.48615 -0.60140 -0.70671
H 2.29371 -1.01281 -2.23210
H 1.91493 1.58575 -0.96798
H 2.76196 1.21690 -2.46810
H -0.29506 3.52353 -2.79010
H 0.66290 3.28908 -1.25542
H -0.68988 2.20574 0.63490
H -2.68947 0.93990 1.30273
H -6.15075 -1.14613 -0.95215
H -5.74898 -0.68533 -3.34085
C -3.13840 -5.80501 -3.73487
C -1.77789 -5.77529 -3.08257
C -1.44400 -4.47724 -2.39992
O -0.01232 -4.47016 -2.45903
C 0.34297 -5.19966 -3.54908
O 1.44270 -5.24991 -3.99717
O -0.72925 -5.86406 -4.06042
H -3.24365 -6.69451 -4.35733
H -3.92878 -5.80656 -2.98357
H -3.27858 -4.94273 -4.38948
H -1.67060 -6.62473 -2.40077
H -1.78959 -4.44016 -1.36993
H -1.81636 -3.59857 -2.93496
C 2.40811 -4.00918 3.55135
C 1.90444 -3.91548 2.12682
C 1.93839 -2.53495 1.52428
O 0.88912 -2.61272 0.54660
C 0.00342 -3.53262 0.99316
O -1.07562 -3.71366 0.51924
O 0.50102 -4.22062 2.05038
H 2.17812 -4.99652 3.95918
H 3.48351 -3.84941 3.59754
H 1.92376 -3.28699 4.19214
H 2.43720 -4.63593 1.49828
H 2.89184 -2.30355 1.05263
H 1.69022 -1.74692 2.23056
C 2.95851 1.02148 8.05960
C 2.69020 -0.26116 7.31150
C 3.82565 -1.24981 7.33971
O 3.60755 -1.98501 6.12934
C 2.96978 -1.15136 5.27036
O 2.79819 -1.38218 4.11458
O 2.55456 -0.02470 5.90080
H 2.17973 1.75493 7.84930
H 2.99231 0.84396 9.13476
H 3.90489 1.46726 7.74823
H 1.75832 -0.71281 7.66453
H 3.79260 -1.90875 8.20492
H 4.81037 -0.77928 7.28501
C 0.89242 7.63502 -3.47427
C 0.16706 7.79603 -2.16043
C -0.62672 6.58895 -1.73545
O -1.64306 7.17324 -0.91628
C -1.83177 8.44490 -1.36527
O -2.72388 9.15149 -1.03098
O -0.85814 8.79463 -2.25095
H 1.29324 8.59269 -3.80774
H 1.71409 6.92415 -3.38009
H 0.21559 7.28616 -4.25620
H 0.86915 8.10778 -1.38072
H -0.03426 5.87400 -1.16704
H -1.10980 6.07178 -2.56892

---

3.
78
Properties=species:S:1:pos:R:3 method="wB97M-V/def2-TZVPD" gap_ev="6.113 / 4.222" s_squared=0.769 homo_energy_ev="-15.58 / -15.57" molar_mass_g_mol=948.69 multiplicity=2 total_charge=+3 e_above_lowest_kcal_mol=76.97
W 1.00235 0.12690 0.79633
N 0.35552 -5.28263 -4.85945
C 0.52317 -4.60320 -3.72028
C 1.67113 -3.79408 -3.52712
C 1.84811 -3.10504 -2.36274
C 0.87780 -3.21617 -1.34981
C -0.27899 -4.00594 -1.51883
C -0.45166 -4.67767 -2.69056
S 1.03656 -2.38418 0.09046
O 1.30127 -3.16821 1.24783
O 2.06579 -1.22173 -0.11890
N -0.26681 -1.35749 0.29854
C -0.95929 -1.34965 1.54242
N -0.77063 -0.17233 2.16657
C -1.41738 -0.00004 3.32045
C -2.21800 -1.00087 3.82431
C -2.28858 -2.19826 3.11530
N -1.64831 -2.37647 1.95400
H 1.04591 -5.25369 -5.59088
H -0.42745 -5.90129 -4.98903
H 2.41832 -3.73604 -4.30883
H 2.73467 -2.50350 -2.21247
H -1.01503 -4.08334 -0.72602
H -1.33820 -5.28092 -2.84041
H -1.28498 0.95300 3.81717
H -2.76895 -0.85567 4.74257
H -2.86989 -3.03830 3.47765
C 3.01720 0.30520 4.54816
P 2.98291 -0.84795 3.20625
C 3.06570 -2.49075 3.84939
C 4.38440 -0.59114 2.13105
O 1.60124 -0.67913 2.44475
H 3.97025 0.17660 5.07238
H 2.20664 0.08133 5.24256
H 2.94689 1.33444 4.20207
H 3.93192 -2.55728 4.51295
H 3.15869 -3.21713 3.04330
H 2.16058 -2.70962 4.41862
H 5.14849 -1.32611 2.39651
H 4.80666 0.40143 2.27839
H 4.12040 -0.71958 1.08513
C -3.11842 4.09517 1.64716
Ge -1.94371 4.09501 0.10899
C -0.47869 5.35212 0.41499
C -2.91522 4.10063 -1.55291
Ge -0.61949 1.83845 0.14871
C -2.18978 0.90801 -0.70897
C -2.24547 0.71171 -2.09436
C -3.33152 0.05842 -2.64492
C -4.37968 -0.38104 -1.82906
C -4.35908 -0.12788 -0.45515
C -3.28239 0.53729 0.09786
C 0.62702 1.95937 -1.39045
C 1.13852 0.74082 -1.86100
C 2.25435 0.70399 -2.71227
C 2.85270 1.86967 -3.11285
C 2.30467 3.09590 -2.71263
C 1.23433 3.13447 -1.84462
H -3.48999 5.12299 1.71708
H -2.57694 3.87979 2.56805
H -3.97370 3.43052 1.53943
H -0.76277 5.91180 1.30804
H -0.37421 6.03497 -0.42806
H 0.47254 4.86093 0.61197
H -3.60395 4.94739 -1.48380
H -3.49595 3.18666 -1.64367
H -2.27214 4.23251 -2.42091
H -1.46884 1.09127 -2.74751
H -3.37496 -0.09006 -3.71632
H -5.22666 -0.89311 -2.26820
H -5.18890 -0.43460 0.16964
H -3.29646 0.78061 1.15620
H 0.57212 -0.17846 -1.74821
H 2.61996 -0.24245 -3.08914
H 3.72451 1.84249 -3.75336
H 2.72258 4.02170 -3.08775
H 0.86491 4.10026 -1.52267
Se 2.20231 2.02917 1.33089

---

4.
76
Properties=species:S:1:pos:R:3 method="wB97M-V/def2-TZVPD" gap_ev=8.633 homo_energy_ev=-8.22 molar_mass_g_mol=556.76 total_charge=0 e_above_lowest_kcal_mol=18.23
K -0.38295 0.86425 -1.28831
C 1.86300 -2.46859 -1.50309
C 2.43359 -1.82621 -0.26290
N 2.35576 -2.46196 0.82814
C 2.73910 -2.09726 2.17786
C 3.65751 -0.91704 2.49841
N 3.00751 0.38409 2.39509
C 2.05294 0.67983 3.47072
C 0.56129 0.47827 3.09118
N -0.24490 1.67903 2.87613
C -0.27976 2.24395 1.53786
C 1.04185 2.86825 1.05627
N 0.91330 3.33280 -0.30441
C 1.59297 2.83005 -1.24864
C 1.40125 3.32887 -2.64350
C 2.59399 1.72132 -1.07956
C 3.94627 1.97311 -1.28320
C 4.84775 0.93662 -1.11696
C 4.37316 -0.31382 -0.75943
C 3.00736 -0.46964 -0.55193
N 2.13651 0.52143 -0.72270
H 1.09157 -1.82407 -1.93598
H 1.44135 -3.43847 -1.24739
H 2.64482 -2.60120 -2.25493
H 3.21039 -2.99360 2.59065
H 1.80028 -1.97798 2.72993
H 4.51410 -0.93269 1.82651
H 4.04051 -1.08894 3.51757
H 3.72370 1.09748 2.36358
H 2.18132 1.72074 3.77672
H 2.28307 0.06409 4.35148
H 0.08271 -0.08928 3.89667
H 0.50023 -0.12309 2.18264
H -0.01871 2.39009 3.56084
H -1.06111 3.00571 1.50902
H -0.57433 1.45163 0.84893
H 1.84195 2.13700 1.19127
H 1.25221 3.74436 1.67927
H 0.74707 2.62193 -3.16765
H 2.34448 3.37744 -3.18979
H 0.91904 4.30323 -2.61926
H 4.27697 2.96062 -1.57682
H 5.90780 1.09463 -1.27034
H 5.04024 -1.15845 -0.64760
N -1.48666 -1.79873 -2.58206
C -1.88994 -1.52874 -3.96782
C -2.42753 -0.11376 -4.10652
C -1.44326 0.90981 -3.51692
O -0.21894 0.72910 -3.70393
O -1.92737 1.81680 -2.79845
H -1.16813 -2.75523 -2.49528
H -2.27066 -1.68330 -1.94630
H -2.64351 -2.23766 -4.33707
H -0.99977 -1.62431 -4.59151
H -3.37866 0.00143 -3.58066
H -2.59131 0.11866 -5.16087
C -5.25807 1.33707 -1.03401
C -5.84687 0.16004 -0.60672
C -5.09702 -0.72797 0.14975
C -3.77573 -0.40407 0.43915
N -3.20851 0.73128 0.03224
C -3.93570 1.58092 -0.68551
C -2.91916 -1.33216 1.22191
C -3.38741 -1.91619 2.39608
C -2.55604 -2.78137 3.08721
C -1.29676 -3.04829 2.57572
C -0.91776 -2.42172 1.39715
N -1.70097 -1.57302 0.73733
H -5.80585 2.04735 -1.63758
H -6.87424 -0.06677 -0.86112
H -5.51788 -1.66551 0.48912
H -3.43353 2.48351 -1.00698
H -4.37534 -1.67809 2.76699
H -2.88694 -3.24043 4.01014
H -0.62113 -3.72968 3.07573
H 0.05353 -2.61751 0.95837

---

5.
76
Properties=species:S:1:pos:R:3 method="wB97M-V/def2-TZVPD" gap_ev=6.260 homo_energy_ev=-15.62 molar_mass_g_mol=794.91 total_charge=+3 e_above_lowest_kcal_mol=0.00
Pb 1.07353 -1.13970 0.68198
O -0.60209 1.22762 -3.66411
C -0.60351 0.21312 -4.52926
C -1.61156 0.26277 -5.48699
C -1.81834 -0.73832 -6.40079
C -1.07369 -1.88088 -6.41079
C -0.03562 -1.90965 -5.47793
C 0.24277 -0.87243 -4.49658
C 1.35831 -0.94847 -3.62600
O 1.53121 -0.12203 -2.68341
N 2.37686 -1.97453 -3.89661
N 2.98080 -1.85789 -4.92807
C 3.91880 -2.84842 -5.28405
S 5.41182 -2.81587 -4.44345
C 6.18904 -4.01751 -5.55489
C 5.07959 -4.97189 -6.09941
S 3.60657 -3.96170 -6.51092
H 0.16200 1.05749 -3.07372
H -2.32023 1.10337 -5.43276
H -2.75472 -0.68273 -7.05480
H -1.23079 -2.65004 -7.12338
H 0.67631 -2.71988 -5.39313
H 6.88182 -4.50825 -4.91608
H 6.81338 -3.44323 -6.27704
H 4.74783 -5.68605 -5.30317
H 5.39578 -5.47091 -7.04650
C 1.86474 -0.46444 4.73149
P 1.24807 0.24056 3.23320
C -0.43592 0.84612 3.70774
N -0.54490 1.43752 4.85282
C -1.76399 1.89764 5.18013
C -1.92908 2.53085 6.40299
C -3.14149 3.10550 6.71308
C -4.25067 2.87981 5.87110
C -4.18187 2.12721 4.74889
C -2.89707 1.68199 4.36931
N -2.77691 0.99805 3.20304
C -1.56063 0.63251 2.84123
P -1.48687 -0.49705 1.37533
C -2.01058 -2.05761 2.02449
C -2.60986 0.10000 -0.04240
C -2.41951 1.60503 -0.17598
C -2.15757 -0.64781 -1.32788
C -4.13843 -0.14847 0.23452
C 2.14185 1.78982 2.59798
C 3.66572 1.63122 2.78925
C 1.52967 2.98576 3.29543
C 1.80887 1.92154 1.09912
H 2.19013 0.36014 5.32947
H 2.65545 -1.12576 4.44093
H 1.09243 -1.06531 5.16854
H -1.06262 2.74183 7.01048
H -3.23065 3.71217 7.65318
H -5.20428 3.35548 6.21015
H -5.04760 1.93247 4.10628
H -2.80551 -1.81982 2.71829
H -1.22830 -2.62817 2.50511
H -2.47695 -2.56175 1.19714
H -1.34964 1.87859 -0.34255
H -2.79751 2.20970 0.69418
H -2.95875 1.92642 -1.07708
H -1.12126 -0.43861 -1.44663
H -2.71698 -0.18792 -2.13696
H -2.34667 -1.71524 -1.25545
H -4.41626 0.40835 1.20387
H -4.36945 -1.21256 0.21440
H -4.66360 0.41428 -0.57278
H 3.98084 1.54804 3.85589
H 4.22067 2.52356 2.39092
H 3.96510 0.74404 2.28984
H 1.45355 2.90793 4.38960
H 0.47866 3.14555 2.93781
H 2.16717 3.82746 3.08538
H 2.14981 1.03319 0.51799
H 2.33040 2.87213 0.77424
H 0.76233 1.97406 0.84477

---

6.
83
Properties=species:S:1:pos:R:3 method="wB97M-V/def2-TZVPD" gap_ev=6.609 homo_energy_ev=-2.60 molar_mass_g_mol=839.92 total_charge=-2
K -2.27649 2.01812 1.02091
O -1.01164 -0.58709 -3.32449
C -1.45771 0.17734 -2.30678
O -1.16992 -0.11867 -1.16722
C -2.20227 1.41567 -2.86125
C -2.37619 1.58336 -4.18411
C -2.88719 2.79285 -4.64707
C -3.15664 3.76423 -3.70648
C -3.10636 3.46763 -2.36798
N -2.57756 2.29485 -1.93179
C -3.47512 4.49962 -1.27287
O -3.68916 5.62964 -1.76234
O -3.47821 4.06623 -0.14395
H -0.58631 -1.44603 -3.03613
H -2.09844 0.83302 -4.89049
H -3.01524 2.92904 -5.66549
H -3.58067 4.75175 -3.99668
C -0.83874 -2.06368 7.26031
C -1.77573 -0.86768 6.86256
N -1.07533 0.08930 6.09400
C -1.26506 0.25285 4.68898
S -0.70351 1.75154 3.98452
N -1.72448 -0.75933 4.07869
N -2.17477 -0.56384 2.82297
C -2.22299 -1.63846 2.08374
C -1.70607 -3.01024 2.60778
C -2.85829 -1.59454 0.73105
C -2.80960 -2.70111 -0.15256
C -3.53951 -2.67572 -1.29460
C -4.34953 -1.56568 -1.54970
C -4.33926 -0.53034 -0.65966
N -3.57997 -0.51192 0.40850
H -1.26538 -2.74000 8.04080
H 0.02535 -1.55171 7.64007
H -0.65086 -2.73075 6.39174
H -2.15001 -0.35953 7.76800
H -2.53719 -1.25497 6.20569
H -0.87116 0.94036 6.61081
H -1.80946 -3.04893 3.68249
H -0.63835 -3.05685 2.42123
H -2.17328 -3.84923 2.13280
H -2.19855 -3.54787 0.02853
H -3.40289 -3.46772 -2.07132
H -4.91205 -1.47717 -2.46908
H -4.78662 0.45409 -0.93775
C 5.25419 0.40832 0.74351
C 3.88506 -0.23257 1.10068
C 3.44582 -0.00547 2.52397
Sb 2.11305 0.25757 -0.10912
C 2.93318 0.35379 -2.10595
C 3.81515 1.49308 -2.50494
C 3.56701 -1.01991 -2.49274
C 1.81168 2.32379 0.40921
C 3.02214 3.27062 0.61825
C 0.82758 2.91311 -0.61746
H 6.03945 0.05102 1.39097
H 5.27597 1.50903 0.85696
H 5.64077 0.22565 -0.20654
H 4.01654 -1.32721 0.97006
H 3.11898 1.05218 2.68619
H 4.24794 -0.16577 3.21483
H 2.61434 -0.61914 2.85583
H 2.03550 0.41312 -2.74111
H 4.70728 1.56448 -1.82376
H 3.35075 2.44811 -2.54898
H 4.13337 1.30747 -3.58039
H 4.49528 -1.10884 -1.95297
H 3.77498 -1.07292 -3.57436
H 2.99856 -1.91266 -2.22395
H 1.28401 2.36433 1.33450
H 3.72345 3.18267 -0.20949
H 3.69142 2.99951 1.46079
H 2.82176 4.38603 0.72553
H 1.41167 3.22498 -1.50629
H 0.35718 3.82977 -0.16037
H 0.11770 2.19055 -0.94169
Cl -0.79110 -3.68234 -5.56720
C 0.38109 -4.46726 -4.57376
Cl -0.27402 -6.17134 -4.23647
Cl 1.77227 -4.67775 -5.65560
C 0.86726 -3.90746 -3.19085
O 0.04073 -3.08266 -2.72340
O 1.95037 -4.30827 -2.81028

---

E_tot, respectively: -5806.19057 -2276.67284 -8894.84812 -2277.64555 -3129.58780 -4434.04448 a.u..